(1)
Below is a molecular structure, C32H34Br2N6NiO5S, with properties calculated with the ωB97M-V functional and the def2-TZVPD basis.

```
81
C32H34Br2N6NiO5S the ωB97M-V functional and the def2-TZVPD basis
Ni -0.9789 -1.1919 -1.1920
Br -5.4266 -0.0151 0.8870
C -4.7389 -1.7193 0.4508
C -5.5012 -2.8617 0.7467
C -5.0344 -4.1095 0.4521
Br -6.1065 -5.6185 0.8636
C -3.7624 -4.2787 -0.1477
C -3.1737 -5.5156 -0.4889
C -1.9314 -5.5422 -1.0577
C -1.2514 -4.3340 -1.2817
N -1.7690 -3.1707 -0.9728
C -3.0121 -3.1189 -0.4271
C -3.4954 -1.7933 -0.1509
O -2.7621 -0.7700 -0.4628
H -6.4699 -2.7391 1.2103
H -3.7146 -6.4318 -0.2950
H -1.4616 -6.4755 -1.3333
H -0.2653 -4.3260 -1.7298
C -0.6150 -0.5800 2.4548
C -0.2695 -1.9238 1.8130
C 1.2204 -2.0630 1.6085
C 1.9790 -2.3076 2.7477
C 3.3582 -2.3370 2.6997
C 3.9867 -2.0566 1.5002
C 3.2779 -1.8068 0.3291
C 4.1046 -1.3485 -0.8613
C 3.7437 0.0394 -1.3823
C 1.8642 -1.8837 0.3700
N 1.0668 -1.7661 -0.8058
C 1.4863 -2.3474 -1.8903
C 0.7668 -2.2305 -3.1014
C 1.0332 -2.6806 -4.4018
C -0.0335 -2.2462 -5.1830
C -0.9031 -1.5574 -4.3218
N -0.4240 -1.5414 -3.0758
H -1.6946 -0.4678 2.5690
H -0.2518 0.2389 1.8309
H -0.1506 -0.4808 3.4370
H -0.8284 -2.0110 0.8847
H -0.6162 -2.7386 2.4535
H 1.4632 -2.4732 3.6868
H 3.9393 -2.5431 3.5889
H 5.0689 -2.0118 1.4678
H 4.0925 -2.0590 -1.6868
H 5.1413 -1.3212 -0.5215
H 2.7542 0.0587 -1.8299
H 4.4559 0.3544 -2.1453
H 3.7659 0.7732 -0.5735
H 2.3883 -2.9540 -1.8729
H 1.8984 -3.2399 -4.7219
H -0.1726 -2.3978 -6.2407
H -1.8469 -1.0900 -4.5611
C 0.8049 6.8802 4.3157
C 1.2933 5.9207 3.2376
S 0.0072 5.6845 2.0328
O -1.0993 5.0076 2.6661
O -0.2234 6.9292 1.3458
C 0.7173 4.5399 0.8665
C -0.2874 4.3362 -0.2692
N -0.1445 3.0159 -0.8722
C -0.9012 1.9470 -0.5394
N -0.5158 0.8710 -1.2180
C 0.4943 1.2544 -2.0422
C 0.7439 2.5748 -1.8371
N 1.7732 3.3627 -2.4294
O 1.9598 4.4895 -1.9906
O 2.4106 2.8485 -3.3237
C -2.0301 2.0179 0.4230
H 1.5907 7.0311 5.0539
H -0.0726 6.4779 4.8187
H 0.5472 7.8449 3.8822
H 1.5298 4.9347 3.6384
H 2.1545 6.3126 2.6959
H 0.8901 3.6087 1.4074
H 1.6595 4.9410 0.4988
H -0.1622 5.0987 -1.0297
H -1.3037 4.3952 0.1159
H 0.9599 0.5751 -2.7338
H -2.8214 2.6567 0.0237
H -1.7199 2.4313 1.3839
H -2.4486 1.0238 0.5439
```

Energy: -244876.97509 eV
Spin multiplicity: 3
LUMO level (alpha / beta): -0.025 / -0.025 Eh
Orbital gap (alpha / beta): 7.03 / 7.01 eV
Highest occupied orbital energy (alpha / beta): -0.283 / -0.282 Eh
⟨S²⟩: 2.01
Total charge: 0
Strongest force on any atom: 0.22 eV/A

Partial charges, Mulliken, in e:
1. Ni 0.164
2. Br -0.176
3. C 0.070
4. C -0.484
5. C -0.001
6. Br -0.241
7. C 0.540
8. C -0.720
9. C -1.125
10. C -0.047
11. N 0.280
12. C 0.877
13. C -0.315
14. O -0.877
15. H 0.418
16. H 0.333
17. H 0.438
18. H 0.342
19. C -1.169
20. C 0.584
21. C -0.365
22. C -0.535
23. C -1.193
24. C -0.855
25. C 0.688
26. C -1.141
27. C -0.449
28. C 0.242
29. N 1.378
30. C -0.847
31. C 0.124
32. C -0.949
33. C -0.852
34. C -0.702
35. N 0.581
36. H 0.380
37. H 0.025
38. H 0.494
39. H -0.658
40. H 0.638
41. H 0.487
42. H 0.380
43. H 0.365
44. H 0.305
45. H 0.420
46. H -0.203
47. H 0.453
48. H 0.341
49. H 0.737
50. H 0.526
51. H 0.463
52. H 0.503
53. C -1.259
54. C -0.461
55. S 1.230
56. O -0.660
57. O -0.681
58. C -0.596
59. C -1.540
60. N 0.339
61. C 1.059
62. N -0.005
63. C -1.197
64. C -0.111
65. N 1.033
66. O -0.653
67. O -0.618
68. C -0.843
69. H 0.387
70. H 0.342
71. H 0.341
72. H 0.378
73. H 0.385
74. H 0.454
75. H 0.580
76. H 0.248
77. H 0.648
78. H 1.174
79. H 0.580
80. H 0.379
81. H -0.604

(2)
Below is C3H8Se in the gas phase, with properties calculated with the ωB97M-V functional and the def2-TZVPD basis.

```
12
C3H8Se the ωB97M-V functional and the def2-TZVPD basis
C 0.3185 -0.5390 1.0644
C -0.1684 -0.4106 -1.4280
C 0.1623 0.3535 -0.1230
Se -1.3460 1.8239 0.4370
H -0.6199 -1.0620 1.1834
H 0.7383 0.0163 1.8609
H 1.1665 -1.3642 0.8471
H -0.2373 0.2307 -2.3093
H 0.6282 -1.0439 -1.6352
H -1.1700 -0.8761 -1.1216
H 1.0672 0.9827 -0.3570
H -0.5393 1.8888 1.5812
```

Energy: -68585.78042 eV
LUMO level: 0.029 Eh
Orbital gap: 9.50 eV
Highest occupied orbital energy: -0.320 Eh
SMILES: CC(C)[SeH]
Relative energy (zero: lowest compared OMol25 entry of this formula, charge and spin): 12.57 kJ/mol
Total charge: 0
Strongest force on any atom: 3.97 eV/A

Partial charges, Mulliken, in e:
1. C -1.107
2. C -1.137
3. C -0.127
4. Se -0.115
5. H 0.336
6. H 0.444
7. H 0.278
8. H 0.310
9. H 0.363
10. H 0.320
11. H 0.346
12. H 0.089

(3)
Below is 8 unconnected molecules or ions with the total composition C33H83N5O8, with properties calculated with the ωB97M-V functional and the def2-TZVPD basis.

```
129
C33H83N5O8 the ωB97M-V functional and the def2-TZVPD basis
C -3.2928 7.0673 -0.0411
C -3.0563 5.5843 -0.2794
C -1.7540 5.1534 0.5823
C -1.6626 3.5927 0.6943
C -2.9333 2.9995 1.2140
C -4.2521 3.3453 0.4568
N -4.2191 4.8411 0.3598
O -5.3400 5.2972 -0.1960
C -4.3410 2.5827 -0.8941
C -5.4342 2.9506 1.2961
C -2.8260 5.3899 -1.7751
H -3.5434 7.2989 0.9941
H -4.1316 7.4025 -0.6512
H -2.3807 7.6194 -0.2677
H -0.8242 5.5220 0.1489
H -1.7792 5.6009 1.5759
H -0.8880 3.1716 1.3351
H -1.5301 3.1069 -0.2725
H -2.9163 3.2670 2.2706
H -2.8096 1.9168 1.2385
H -4.8535 3.1118 -1.6975
H -3.3568 2.3354 -1.2922
H -4.7744 1.5855 -0.8173
H -5.4300 1.8712 1.4477
H -5.4220 3.3187 2.3220
H -6.3265 3.2844 0.7664
H -3.7200 5.6858 -2.3241
H -2.6109 4.3650 -2.0773
H -2.1195 6.0152 -2.3209
H -5.6457 6.0121 0.3670
C 5.9103 -1.5825 -1.5166
C 4.6804 -2.5804 -1.4704
C 3.3681 -1.7535 -1.3081
C 2.1180 -2.6768 -1.4701
C 2.0917 -3.3155 -2.9023
C 3.4171 -4.0532 -3.2590
N 4.6475 -3.2485 -2.8071
O 5.8121 -3.8558 -3.1084
C 3.3818 -5.4554 -2.5741
C 3.4702 -4.1486 -4.8093
C 4.9427 -3.5738 -0.1986
H 5.8495 -0.8886 -0.6782
H 5.9134 -1.0623 -2.4745
H 6.8990 -2.0171 -1.3692
H 3.3346 -1.3433 -0.2989
H 3.3669 -0.8504 -1.9185
H 1.2913 -2.0293 -1.1779
H 2.1040 -3.3632 -0.6235
H 1.7672 -2.6318 -3.6868
H 1.2895 -4.0494 -2.9802
H 4.3558 -5.9394 -2.6462
H 3.2573 -5.3357 -1.4979
H 2.5731 -6.0895 -2.9373
H 2.6696 -4.5814 -5.4091
H 3.4651 -3.1050 -5.1241
H 4.3527 -4.5308 -5.3225
H 4.0704 -4.1137 0.1699
H 5.1761 -2.9676 0.6767
H 5.7248 -4.3227 -0.3238
H 6.4043 -3.1206 -3.2828
C -0.8428 0.1755 -0.3747
O -0.3997 0.6861 0.8668
H -0.2267 -0.6979 -0.5886
H -1.8602 -0.1900 -0.2357
H -0.6936 0.9563 -1.1206
H 0.4755 1.0574 0.7332
C -1.9747 1.1073 4.0600
O -1.5449 -0.0310 4.8109
H -2.9569 1.4774 4.3541
H -1.1776 1.8343 4.2159
H -1.8318 0.8028 3.0232
H -2.1798 -0.7505 4.7845
C -2.2647 -1.5000 -3.3015
O -1.4812 -0.6194 -4.0384
H -1.6244 -2.3220 -2.9814
H -2.6700 -1.0304 -2.4052
H -3.1218 -1.9140 -3.8325
H -1.4264 -0.8887 -4.9582
C 1.7990 3.8988 -0.8461
C 2.7859 2.7890 -0.7101
C 4.1083 3.2916 -0.2483
O 5.2829 2.4501 -0.3274
C 5.6016 2.0340 -1.6188
N 2.1750 1.9192 0.2641
H 0.8596 3.5016 -1.2307
H 2.1762 4.6882 -1.4963
H 1.5493 4.3657 0.1066
H 2.7991 2.2888 -1.6784
H 4.0265 3.6708 0.7703
H 4.3801 4.1817 -0.8159
H 5.6445 2.8201 -2.3727
H 4.9157 1.2359 -1.9027
H 6.5606 1.5162 -1.6011
H 2.1185 2.4195 1.1396
H 2.8415 1.1651 0.3495
C -3.8359 -0.7999 1.8427
C -4.9679 -1.4341 1.0789
C -4.4726 -1.8175 -0.3923
O -5.3178 -2.8182 -0.9400
C -4.7328 -3.7493 -1.8210
N -5.4673 -2.6774 1.7249
H -2.9800 -1.4381 2.0624
H -4.1860 -0.4326 2.8073
H -3.3578 0.0088 1.2899
H -5.8856 -0.8669 0.9230
H -3.5354 -2.3560 -0.2514
H -4.2782 -0.8308 -0.8127
H -5.5737 -4.3487 -2.1697
H -4.0220 -4.3807 -1.2877
H -4.2581 -3.2853 -2.6855
H -4.7201 -3.2416 2.1036
H -5.8469 -3.2221 0.9638
C 2.5711 -1.5970 2.3910
C 1.4149 -1.7926 3.4482
C 1.7690 -2.4839 4.8086
O 1.7586 -3.8603 4.5174
C 2.2646 -4.6778 5.5344
N 0.9650 -0.4475 3.7780
H 2.2441 -1.3193 1.3890
H 3.1195 -2.5279 2.2470
H 3.4020 -0.9622 2.6987
H 0.6583 -2.4151 2.9705
H 1.0456 -2.2778 5.5974
H 2.7081 -2.0777 5.1846
H 1.5499 -4.9613 6.3070
H 3.2113 -4.2814 5.9014
H 2.6641 -5.4650 4.8949
H 0.0687 -0.4191 4.2428
H 0.6697 0.1577 3.0252
```

Energy: -59388.89004 eV
Spin multiplicity: 2
LUMO level (alpha / beta): 0.084 / 0.080 Eh
Orbital gap (alpha / beta): 1.62 / 8.07 eV
Highest occupied orbital energy (alpha / beta): 0.024 / -0.216 Eh
⟨S²⟩: 0.75
Relative energy (zero: lowest compared OMol25 entry of this formula, charge and spin): 56.77 kJ/mol
Total charge: -1
Strongest force on any atom: 4.52 eV/A

Atomic partial charges in e from the Mulliken method, atoms 1 to 99:
1. C -2.319
2. C 2.653
3. C -1.826
4. C 0.408
5. C 0.145
6. C 2.141
7. N -0.081
8. O -0.522
9. C -1.561
10. C -1.811
11. C -2.108
12. H 0.440
13. H 0.465
14. H 0.439
15. H 0.281
16. H 0.492
17. H 0.494
18. H -0.340
19. H 0.456
20. H -1.414
21. H 0.335
22. H 0.277
23. H 0.273
24. H 0.155
25. H 0.409
26. H 0.462
27. H 0.416
28. H 0.274
29. H 0.408
30. H 0.385
31. C -2.157
32. C 1.976
33. C -0.710
34. C 0.640
35. C -1.846
36. C 2.885
37. N 0.092
38. O -0.518
39. C -1.986
40. C -2.273
41. C -1.941
42. H 0.447
43. H 0.628
44. H 0.403
45. H -0.425
46. H 0.471
47. H -0.666
48. H 0.371
49. H 0.001
50. H 0.611
51. H 0.391
52. H 0.302
53. H 0.456
54. H 0.400
55. H 0.521
56. H 0.308
57. H 0.306
58. H 0.451
59. H 0.353
60. H 0.372
61. C -0.314
62. O 0.562
63. H -0.582
64. H -0.159
65. H 0.561
66. H -0.093
67. C -0.522
68. O -0.562
69. H 0.367
70. H 0.435
71. H 0.063
72. H 0.284
73. C -0.799
74. O 0.375
75. H -0.110
76. H -0.524
77. H 0.476
78. H 0.130
79. C -1.751
80. C 0.433
81. C -0.919
82. O -0.298
83. C -0.660
84. N 0.023
85. H 0.201
86. H 0.580
87. H 0.338
88. H 0.206
89. H 0.280
90. H 0.432
91. H 0.420
92. H 0.043
93. H 0.291
94. H 0.229
95. H -0.028
96. C -0.340
97. C 0.460
98. C 0.014
99. O -0.267

(4)
Below is a gas-phase ion, C15H32NO2 (charge +1), with properties calculated with the ωB97M-V functional and the def2-TZVPD basis.

```
50
C15H32NO2 the ωB97M-V functional and the def2-TZVPD basis
C 5.2962 0.1341 0.1324
O 5.3807 1.5345 0.2214
C 4.2982 2.1236 0.8894
C 2.9682 2.0435 0.0954
C 2.0069 1.0065 0.6881
C 0.9096 0.4439 -0.2503
C 0.5946 1.2194 -1.5219
C -0.4206 2.3930 -1.4198
C -1.2230 2.5670 -0.1219
C -2.6440 1.9886 -0.1791
C -2.7173 0.4696 -0.0129
C -2.6247 0.0636 1.4758
C -1.8805 -1.2337 1.7261
N -2.2937 -2.3176 0.7476
C -1.1355 -2.9530 0.0481
C -1.5794 -4.1953 -0.7101
C -2.6521 -4.0523 -1.7246
O -1.2952 -4.2254 -2.0685
H 6.2761 -0.2277 -0.1657
H 5.0537 -0.3195 1.0977
H 4.5749 -0.1861 -0.6249
H 4.1486 1.6407 1.8642
H 4.5421 3.1609 1.0957
H 2.4868 3.0177 0.1339
H 3.2542 1.7972 -0.9232
H 1.5573 1.4474 1.5798
H 2.5919 0.1659 1.0602
H 1.2169 -0.5615 -0.5485
H 0.0113 0.2986 0.3463
H 0.2054 0.5046 -2.2493
H 1.4953 1.6048 -1.9866
H 0.0933 3.3251 -1.6410
H -1.1488 2.2806 -2.2224
H -0.7140 2.2001 0.7698
H -1.3600 3.6359 0.0363
H -3.1487 2.3154 -1.0842
H -3.1928 2.4305 0.6556
H -1.9528 -0.0248 -0.6165
H -3.6886 0.1348 -0.3877
H -3.6269 -0.0094 1.8907
H -2.0931 0.8427 2.0174
H -0.8025 -1.1348 1.6859
H -2.1187 -1.5963 2.7240
H -2.9819 -1.9779 0.0778
H -2.7460 -3.0666 1.2692
H -0.4210 -3.2697 0.8006
H -0.7086 -2.2790 -0.6870
H -1.5273 -5.1337 -0.1610
H -3.2369 -4.9535 -1.8391
H -3.0275 -3.0726 -1.9833
```

Energy: -21650.41028 eV
LUMO level: -0.114 Eh
Orbital gap: 8.56 eV
Highest occupied orbital energy: -0.429 Eh
SMILES: COCCCCCCCCCCC[NH2+]C[C@H]1CO1
Relative energy (zero: lowest compared OMol25 entry of this formula, charge and spin): 156.61 kJ/mol
Total charge: +1
Strongest force on any atom: 1.32 eV/A

Partial charges, Mulliken, in e:
1. C -0.619
2. O -0.422
3. C -0.747
4. C -0.537
5. C -0.804
6. C 0.877
7. C -0.967
8. C -0.856
9. C -0.484
10. C -1.316
11. C -0.359
12. C -0.742
13. C -0.738
14. N -0.068
15. C -0.663
16. C -0.103
17. C -0.443
18. O -0.429
19. H 0.275
20. H 0.288
21. H 0.204
22. H 0.390
23. H 0.374
24. H 0.329
25. H 0.360
26. H 0.331
27. H 0.465
28. H 0.472
29. H -1.079
30. H 0.445
31. H 0.446
32. H 0.418
33. H 0.371
34. H 0.229
35. H 0.367
36. H 0.440
37. H 0.391
38. H 0.300
39. H 0.461
40. H 0.410
41. H 0.435
42. H 0.301
43. H 0.385
44. H 0.373
45. H 0.437
46. H 0.533
47. H 0.210
48. H 0.455
49. H 0.325
50. H 0.278

Which formula does entry 3 have? C33H83N5O8

Look up the total charge of the second one. 0

The lowest total charge belongs to which entry? C33H83N5O8